Entry from the Open Molecules 2025 dataset: a structure of composition C18H27N4PtS2 (ωB97M-V/def2-TZVPD).

Geometry (Å):
Pt -0.4024 0.2508 -1.1452
C -3.2260 0.3631 0.2663
N -1.8494 0.3164 0.7805
C -1.6291 -0.8768 1.5948
C -1.4358 -2.1289 0.7313
N -0.3140 -1.9831 -0.1934
C 0.9684 -2.1262 0.5013
C -0.3667 -2.8568 -1.3349
C -0.9063 -4.1323 -1.2751
C -0.8916 -4.9658 -2.3816
C -0.3316 -4.5320 -3.5715
C 0.1983 -3.2612 -3.6571
C 0.1773 -2.4155 -2.5503
S 0.9151 -0.8336 -2.7148
C -1.5168 1.5554 1.4249
C -1.4879 1.7157 2.8028
C -1.1794 2.9433 3.3664
C -0.9149 4.0346 2.5553
C -0.9365 3.8933 1.1802
C -1.2146 2.6567 0.6062
S -1.2127 2.5093 -1.1515
H -3.9442 0.4311 1.0912
H -3.4386 -0.5270 -0.3244
H -3.3551 1.2321 -0.3770
H -2.4818 -1.0647 2.2609
H -0.7342 -0.7155 2.1995
H -2.3380 -2.3080 0.1454
H -1.2773 -2.9773 1.4108
H 0.9895 -3.0482 1.0937
H 1.1264 -1.2780 1.1670
H 1.7818 -2.1673 -0.2213
H -1.3374 -4.4926 -0.3556
H -1.3067 -5.9598 -2.3104
H -0.3075 -5.1835 -4.4303
H 0.6233 -2.9044 -4.5820
H -1.7200 0.8882 3.4538
H -1.1745 3.0467 4.4404
H -0.6913 4.9930 2.9972
H -0.7418 4.7366 0.5330
N 4.3429 2.1968 -0.6874
C 3.5215 1.5750 0.3455
C 2.1779 2.3084 0.2768
N 1.8090 2.2974 -1.1530
H 5.1117 1.6067 -0.9728
H 4.7367 3.0678 -0.3492
H 2.7422 2.3251 -1.6274
H 3.9350 1.6306 1.3585
H 3.3791 0.5221 0.0878
H 2.3040 3.3367 0.6152
H 1.4051 1.8315 0.8816
H 1.2250 1.4001 -1.3771
H 1.1937 3.0742 -1.4248

Cartesian forces (eV/Å) of the 2 atoms listed first:
Pt -2.2 -2.3 2.8
C -0.6 0.1 -0.1

Computed properties:
E: -49976.53787 eV
Frontier orbital gap: 6.37 eV
LUMO: -4.099 eV
Charge: +1

Mulliken atomic charge list, values in e, 4 entries: number 1, Pt, carries 0.68; number 2, C, carries -1.17; number 3, N, carries 0.88; number 4, C, carries -1.20